15
Properties=species:S:1:pos:R:3 method="wB97M-V/def2-TZVPD" energy_ev=-8730.2855 e_above_lowest_kj_mol=786.8 charge=0 mol_weight_g_mol=91.11
C 0.74814 -0.48408 -0.55052
C 1.89378 -0.52144 0.41004
N -1.15647 0.06766 0.09086
N 0.29088 1.81830 -0.02316
N -2.31080 -0.53232 -0.39468
O -1.06075 1.51708 -0.13374
H -1.11092 -0.08240 1.10305
H 0.47455 1.78376 0.99475
H -2.35670 -0.35066 -1.39108
H -3.14955 -0.17452 0.05549
H 0.89202 0.05469 -1.47350
H 0.27034 -1.45065 -0.68523
H 1.55588 -0.65293 1.44262
H 2.48170 0.39297 0.36433
H 2.53789 -1.38547 0.19076

***

40
Properties=species:S:1:pos:R:3 method="wB97M-V/def2-TZVPD" energy_ev=-186930.9344 e_above_lowest_kj_mol=0.0 charge=-2 mol_weight_g_mol=658.96 spin_multiplicity=2
Cu -0.45886 -0.56262 0.17691
S 0.87393 -0.98816 1.94732
C 0.28957 -2.54242 2.44256
C 0.93870 -3.14773 3.56934
N 1.46885 -3.63428 4.46873
C -0.72323 -3.19324 1.81202
S -1.53543 -2.54002 0.42163
C -1.17627 -4.46755 2.28309
N -1.56438 -5.48764 2.65246
N -2.87869 0.95975 -1.15984
C -2.00274 0.31847 -0.77672
H -3.62192 1.74040 -1.30129
O 2.26993 4.11884 -2.76574
S 3.12869 3.35920 -1.85874
O 2.95895 4.15927 -0.34760
N 2.48041 1.92848 -1.54005
C 1.43110 1.76976 -0.74767
O 0.86881 0.64727 -0.67750
C 0.94300 2.91482 0.07611
C -0.29368 2.88285 0.71571
C -0.75153 3.95017 1.46540
C 0.04569 5.08146 1.59714
C 1.28058 5.13968 0.97857
C 1.72830 4.06302 0.22012
H -0.91070 2.00390 0.61485
H -1.72972 3.90698 1.92542
H -0.30991 5.93245 2.16512
H 1.91166 6.01597 1.04758
F 0.28886 6.62767 -2.62902
C -0.78439 5.90252 -2.30161
C -1.54601 6.24627 -1.20032
F -1.18064 7.29948 -0.44772
C -2.68270 5.52511 -0.88604
F -3.36772 5.92455 0.19935
C -3.12252 4.44312 -1.64121
Se -4.72220 3.49228 -1.23117
C -2.32228 4.12130 -2.73406
F -2.65910 3.09947 -3.53777
C -1.18023 4.82652 -3.07469
F -0.48886 4.50104 -4.16956

***

164
Properties=species:S:1:pos:R:3 method="wB97M-V/def2-TZVPD" energy_ev=-197515.0033 charge=-1 mol_weight_g_mol=1406.47
C -4.38219 -4.40299 0.86172
C -4.47234 -3.80886 2.26594
C -3.16125 -3.22581 2.82174
C -2.17668 -4.37335 3.17138
C -1.19560 -4.75396 2.04485
C -0.81006 -6.23367 2.09546
C 0.03424 -6.57766 3.34344
C 1.46145 -6.95277 2.97106
O 2.29556 -6.85830 4.11858
C 3.64951 -6.65354 3.80626
O -2.54144 -2.37417 1.87226
P -2.38600 -0.73069 2.24409
C -1.76143 -0.29917 0.54708
C -2.36705 -1.06718 -0.64527
C -2.79014 -0.13109 -1.80088
C -1.76894 -0.00908 -2.93954
C -1.84616 -1.14624 -3.96005
C -3.09562 -1.03441 -4.82843
O -3.54943 -2.31332 -5.32785
C -4.29133 -3.03835 -4.44141
C -5.60348 -2.40340 -4.02734
O -3.94223 -4.11568 -4.07493
C -4.16680 -0.21201 1.74816
O -4.74201 0.60043 2.81043
C -6.03363 0.83530 2.77461
F -6.30426 1.98851 3.37916
F -6.55223 0.90344 1.53233
F -6.75246 -0.11568 3.41626
S -0.16541 -1.35974 2.92608
O -0.12313 -2.03472 4.22259
O 0.58478 -2.00361 1.85032
C 0.88481 0.18161 3.24873
F 0.14306 1.02568 4.00897
F 1.16756 0.81483 2.10781
C 2.21164 0.02885 4.03754
F 2.71047 1.28597 4.15918
F 1.95487 -0.40633 5.27199
C 3.36355 -0.84094 3.41620
F 4.52895 -0.19358 3.63373
F 3.19841 -0.95448 2.10607
C 3.59018 -2.25851 4.01885
F 2.55120 -3.05692 3.86604
F 4.64527 -2.79837 3.39770
F 3.89364 -2.16551 5.32174
O -2.83768 -1.08661 3.84763
C -3.52686 -2.29184 4.03164
C -3.23320 -2.79859 5.46274
C -4.45122 -2.85263 6.33053
O -4.67609 -2.34784 7.36977
F -5.41818 -3.67549 5.77069
H -3.54065 -5.09111 0.75757
H -4.25522 -3.61468 0.11610
H -5.29240 -4.95920 0.62196
H -5.23894 -3.02565 2.26342
H -4.81456 -4.56624 2.98098
H -1.57771 -4.08776 4.03476
H -2.74860 -5.26601 3.46104
H -0.27768 -4.18130 2.18708
H -1.59755 -4.48734 1.06714
H -1.70476 -6.86684 2.06221
H -0.22849 -6.47943 1.19754
H 0.10672 -5.70820 4.00586
H -0.42241 -7.37952 3.93134
H 1.82809 -6.26456 2.19682
H 1.50842 -7.98291 2.58692
H 4.10824 -7.54009 3.34449
H 4.17369 -6.43659 4.73952
H 3.78099 -5.80235 3.12480
H -2.16408 0.59594 2.71409
H -1.99689 0.76590 0.46467
H -0.67205 -0.37163 0.48589
H -1.62343 -1.77729 -1.02094
H -3.24481 -1.63480 -0.33306
H -3.03105 0.86285 -1.40798
H -3.73291 -0.51679 -2.21495
H -0.76062 0.02486 -2.51722
H -1.92682 0.94671 -3.45769
H -1.83391 -2.11414 -3.44612
H -0.98634 -1.09250 -4.62704
H -2.89862 -0.42867 -5.71529
H -3.91581 -0.55494 -4.28136
H -6.37646 -3.17211 -4.09332
H -5.54179 -2.08445 -2.98398
H -5.87361 -1.56091 -4.66116
H -4.15012 0.40928 0.84968
H -4.82308 -1.06692 1.56272
H -4.59986 -2.04937 3.99271
H -2.82654 -3.81018 5.46837
H -2.50294 -2.13665 5.92888
C 0.95174 5.39969 3.25040
C 0.09985 4.50669 4.16553
C -1.17696 4.14780 3.39805
S -0.72956 4.17125 1.65682
O -1.45730 5.21885 0.97603
O -0.75362 2.83586 1.13538
C 0.96370 4.70790 1.89173
H 1.96212 5.52893 3.63644
H 0.49654 6.38885 3.16080
H 0.65067 3.59461 4.40380
H -0.13992 5.00269 5.10499
H -1.55145 3.15168 3.62567
H -1.96746 4.88324 3.53684
H 1.24581 5.34537 1.05703
H 1.57914 3.80794 1.90486
C 2.54504 1.90229 -7.56610
C 1.94427 3.08404 -6.78855
C 0.66045 2.58791 -6.11409
S 0.90650 0.82564 -5.83101
O -0.05129 0.09813 -6.62908
O 1.03033 0.56906 -4.41938
C 2.51219 0.71428 -6.61249
H 3.55807 2.11560 -7.90062
H 1.94252 1.68618 -8.44962
H 2.65284 3.41919 -6.02803
H 1.73549 3.93246 -7.43918
H 0.46571 3.05974 -5.15444
H -0.21132 2.69031 -6.75687
H 2.60255 -0.25246 -7.10036
H 3.26007 0.80465 -5.82542
C -2.71178 6.59816 -1.77895
C -3.94300 6.21661 -2.61132
C -3.61564 6.52486 -4.07836
S -1.82670 6.35778 -4.23206
O -1.26850 7.64987 -4.55381
O -1.50262 5.21768 -5.05370
C -1.51477 6.00119 -2.50739
H -2.76638 6.21835 -0.76115
H -2.61252 7.68540 -1.73217
H -4.14346 5.15010 -2.49458
H -4.83285 6.75461 -2.28782
H -4.07747 5.83550 -4.78071
H -3.86077 7.54994 -4.34945
H -0.55873 6.43868 -2.23075
H -1.47614 4.91753 -2.39668
C 7.63964 0.72564 -10.02892
C 7.25903 -0.30778 -11.09890
C 5.99121 -1.02130 -10.61518
S 5.12003 0.16280 -9.57474
O 5.09700 -0.33456 -8.22235
O 3.90451 0.58109 -10.22320
C 6.35047 1.46204 -9.68168
H 8.40480 1.41437 -10.38391
H 8.02741 0.22056 -9.14199
H 7.05934 0.20173 -12.04342
H 8.06249 -1.02142 -11.27428
H 5.32390 -1.31147 -11.42236
H 6.21615 -1.88386 -9.99103
H 6.37723 1.99146 -8.73198
H 6.04044 2.13513 -10.48066
C 3.64837 0.88570 7.61503
C 4.64314 1.80688 6.89608
C 5.09685 2.86851 7.90515
S 4.97043 2.09987 9.52926
O 3.96785 2.79725 10.29634
O 6.28621 1.90001 10.08488
C 4.29146 0.54629 8.95593
H 3.44192 -0.01311 7.04077
H 2.70233 1.40610 7.77706
H 5.50273 1.22309 6.56079
H 4.19878 2.26810 6.01564
H 6.12695 3.18634 7.76492
H 4.43929 3.73567 7.91552
H 3.59850 0.17313 9.70627
H 5.12600 -0.14482 8.83866

***

62
Properties=species:S:1:pos:R:3 method="wB97M-V/def2-TZVPD" energy_ev=-64618.6517 e_above_lowest_kj_mol=0.0 charge=+1 mol_weight_g_mol=442.88
C 1.47448 1.49051 -1.71088
C 1.00524 0.21518 -2.20240
C 1.51685 -0.80699 -1.32115
C 2.23294 -0.15492 -0.24997
C 2.20778 1.26064 -0.50247
Ti -0.01674 0.46883 -0.19569
C -0.43128 -0.63759 2.52865
C -0.65633 0.78115 1.92652
H -1.68787 1.14799 2.01620
C 0.35181 1.68866 1.58615
H 1.30653 1.67645 2.10701
H 0.08243 2.68732 1.21867
C -1.70713 -1.01741 3.32923
H -2.59031 -1.10773 2.68211
H -1.56196 -1.99238 3.81151
H -1.90660 -0.25807 4.08825
C 0.72841 -0.55855 3.53594
H 1.68680 -0.45306 3.00603
H 0.55630 0.31150 4.18094
H 0.74778 -1.48004 4.13293
C 0.29107 -0.02833 -3.48496
H -0.37458 0.80583 -3.73708
H 0.99962 -0.15148 -4.31798
H -0.31668 -0.93981 -3.42990
C 1.54918 -2.25776 -1.62779
H 0.55622 -2.62335 -1.90581
H 2.23374 -2.47228 -2.46343
H 1.88759 -2.83687 -0.76334
C 3.05613 -0.84451 0.78044
H 2.55039 -1.74716 1.15200
H 4.02905 -1.15717 0.36268
H 3.26278 -0.19023 1.63693
C 3.01912 2.29229 0.20148
H 3.24359 1.99730 1.23247
H 3.98282 2.45071 -0.30849
H 2.49650 3.25682 0.22761
C 1.49119 2.77542 -2.45894
H 1.21339 3.61899 -1.81238
H 2.49732 2.99195 -2.85346
H 0.80166 2.75023 -3.30969
C -0.20002 -1.73499 1.60250
C -0.92969 -1.58322 0.49571
C 0.46688 -2.96679 1.88621
C -1.38887 -2.74629 -0.22209
H -1.64095 -0.71885 0.89767
C 0.12543 -4.07628 1.12658
H 1.20662 -3.05883 2.69518
C -0.84877 -3.96955 0.11084
H -2.13748 -2.60165 -1.00961
H 0.56836 -5.04444 1.34356
H -1.15032 -4.86717 -0.42490
Cl -5.80417 0.84920 -0.57494
C -4.27907 1.46082 -1.05771
C -4.19725 2.62475 -1.81859
C -2.92629 3.10776 -2.12073
C -1.80058 2.45642 -1.63160
N -1.88178 1.29142 -0.94280
C -3.12244 0.78061 -0.66613
H -5.09994 3.12804 -2.14844
H -2.78083 3.99864 -2.72848
H -0.80383 2.87476 -1.78567
H -3.18424 -0.15641 -0.11453

***

117
Properties=species:S:1:pos:R:3 method="wB97M-V/def2-TZVPD" energy_ev=-85987.5157 e_above_lowest_kj_mol=466.1 charge=+1 mol_weight_g_mol=921.01
N 1.30802 -3.63135 -1.66395
N 0.16134 -3.51350 -2.49553
C -0.09892 -2.08070 -2.79685
N 0.48363 -1.08100 -2.09840
N -1.06294 -1.84844 -3.89326
C -2.39291 -2.10693 -3.22416
C -2.96241 -3.53236 -3.37849
C -4.32128 -3.81844 -2.64499
C -4.93917 -2.64089 -1.82126
C -4.16694 -1.30235 -1.84789
N -2.93631 -1.01243 -2.49981
H 0.94985 -3.55059 -0.69646
H 1.59947 -4.62148 -1.78194
H -0.63416 -3.76528 -1.86444
H 1.51149 -0.94642 -2.06156
H -0.12201 -0.46088 -1.52040
H -0.98387 -0.84494 -4.14736
H -2.39224 -4.30179 -3.99114
H -4.78538 -4.85038 -2.74718
H -5.91834 -2.79429 -1.23579
H -4.64934 -0.43253 -1.26606
F -1.17376 1.11498 0.30020
C -0.08397 1.49049 0.99911
C 0.76174 0.51923 1.51091
C 1.89029 0.90339 2.22775
C 2.15319 2.25518 2.43323
C 1.29325 3.22264 1.91860
C 0.17087 2.83837 1.19240
H 0.53547 -0.52886 1.34738
H 2.56303 0.15132 2.62584
H 3.03146 2.55480 2.99611
H 1.49741 4.27157 2.08250
H -0.50438 3.57759 0.77690
F -0.53716 -2.09980 3.35662
C -1.40730 -1.44444 4.14670
C -1.74780 -1.98174 5.37782
C -2.64391 -1.30124 6.19621
C -3.19735 -0.09620 5.76938
C -2.85193 0.43180 4.52885
C -1.94783 -0.24293 3.71508
H -1.31347 -2.92439 5.68991
H -2.91124 -1.70928 7.16489
H -3.89951 0.43158 6.40684
H -3.28668 1.36856 4.19569
H -1.66102 0.15727 2.75011
F 0.37226 5.80598 2.66959
C -0.81512 5.74861 3.29834
C -0.86008 5.38637 4.63526
C -2.08786 5.33162 5.28689
C -3.25722 5.62939 4.59090
C -3.19993 5.98714 3.24692
C -1.97143 6.05272 2.59765
H 0.05951 5.15019 5.15807
H -2.13395 5.05684 6.33513
H -4.21508 5.58227 5.09899
H -4.11178 6.21489 2.70523
H -1.90707 6.33807 1.55395
F 5.68293 2.36744 1.49812
C 5.59589 2.57265 0.17256
C 4.36381 2.86413 -0.39082
C 4.27376 3.08170 -1.76194
C 5.41540 2.99439 -2.55489
C 6.64695 2.69608 -1.97881
C 6.73946 2.48937 -0.60610
H 3.48517 2.91963 0.24086
H 3.31538 3.31821 -2.21230
H 5.34337 3.15989 -3.62522
H 7.53430 2.62457 -2.59860
H 7.69137 2.26491 -0.13916
F -7.30023 -2.83962 4.57072
C -6.28860 -3.12642 3.73958
C -6.16139 -4.41451 3.24035
C -5.11399 -4.71044 2.37365
C -4.20147 -3.71733 2.02650
C -4.33571 -2.43129 2.53638
C -5.38792 -2.13024 3.39397
H -6.87745 -5.17481 3.52960
H -5.00883 -5.71202 1.97033
H -3.38100 -3.94784 1.35371
H -3.61929 -1.66369 2.26587
H -5.51264 -1.13095 3.79436
F -5.54845 -7.46949 -2.20689
C -6.05549 -7.93529 -3.36292
C -6.08731 -9.30158 -3.59158
C -6.61653 -9.78169 -4.78523
C -7.09775 -8.88901 -5.74054
C -7.05575 -7.51869 -5.50154
C -6.53670 -7.03927 -4.30345
H -5.70086 -9.98023 -2.84014
H -6.65358 -10.84948 -4.97154
H -7.50637 -9.26430 -6.67313
H -7.42695 -6.82445 -6.24782
H -6.50445 -5.97567 -4.09632
F 6.75852 1.47939 -5.55604
C 5.65371 1.11006 -6.22049
C 5.05668 2.00175 -7.09827
C 3.91344 1.61690 -7.79126
C 3.37380 0.34858 -7.59073
C 3.97869 -0.53681 -6.70315
C 5.12825 -0.15668 -6.01795
H 5.48604 2.98737 -7.23542
H 3.44316 2.30417 -8.48616
H 2.47941 0.05081 -8.12882
H 3.55496 -1.52317 -6.54508
H 5.61742 -0.83629 -5.32990
F 7.01767 8.14014 4.40852
C 7.55624 7.05551 3.83101
C 6.72753 6.03031 3.40250
C 7.28535 4.90771 2.79904
C 8.66651 4.81899 2.64100
C 9.48917 5.85263 3.07976
C 8.93111 6.98009 3.67321
H 5.65589 6.11383 3.54161
H 6.64624 4.10402 2.45357
H 9.10152 3.94089 2.17409
H 10.56487 5.78011 2.95960
H 9.55555 7.79807 4.01266